{
  "formula": "C3H3FNiO3",
  "method": "the ωB97M-V functional and the def2-TZVPD basis",
  "symbols": ["Ni", "F", "O", "O", "O", "C", "C", "C", "H", "H", "H"],
  "coordinates": [[1.97, 0.81, -0.04], [1.67, -0.83, -0.81], [-1.30, 1.33, 0.41], [0.68, 0.25, 1.30], [0.69, 2.18, -0.05], [0.06, -1.26, 0.16], [-1.01, -0.67, -0.54], [-0.16, 1.79, 0.85], [0.02, -2.25, 0.62], [-1.95, -1.22, -0.45], [-0.68, -0.13, -1.44]],
  "lowdin_charge": [0.8618, -0.3305, -0.0335, -0.3252, -0.1602, 0.0729, -0.0257, -0.3406, 0.1094, 0.0832, 0.0885],
  "e_tot_ha": -1949.700333,
  "e_homo_ha": [-0.3115, -0.3083],
  "spin_multiplicity": 3,
  "s_squared": 2.02,
  "homo_lumo_gap_ev": [7.086, 6.874]
}